{
  "formula": "C25H58F14N10O31S14",
  "method": "ωB97M-V/def2-TZVPD",
  "species": ["C", "C", "C", "C", "C", "C", "N", "O", "C", "C", "C", "H", "H", "H", "H", "H", "H", "H", "H", "H", "H", "H", "H", "H", "H", "H", "H", "H", "H", "C", "C", "N", "C", "C", "C", "C", "C", "O", "C", "H", "H", "H", "H", "H", "H", "H", "H", "H", "H", "H", "H", "H", "H", "H", "H", "H", "H", "H", "H", "C", "C", "N", "C", "C", "C", "C", "C", "O", "C", "H", "H", "H", "H", "H", "H", "H", "H", "H", "H", "H", "H", "H", "H", "H", "H", "H", "H", "H", "H", "N", "S", "O", "O", "F", "S", "O", "O", "F", "N", "S", "O", "O", "F", "S", "O", "O", "F", "N", "S", "O", "O", "F", "S", "O", "O", "F", "N", "S", "O", "O", "F", "S", "O", "O", "F", "N", "S", "O", "O", "F", "S", "O", "O", "F", "N", "S", "O", "O", "F", "S", "O", "O", "F", "N", "S", "O", "O", "F", "S", "O", "O", "F"],
  "positions_angstrom": [[2.78985, 1.50832, -3.59488], [2.28965, 1.95699, -5.07562], [0.72539, 2.22074, -4.98443], [0.58316, 3.61680, -4.37193], [1.09886, 4.69150, -5.28617], [2.69358, 4.63206, -5.42929], [3.04128, 3.18553, -5.64307], [4.38103, 2.96141, -5.93874], [3.39139, 5.22080, -4.12370], [3.03655, 5.50911, -6.73910], [2.68447, 0.80055, -6.12362], [3.80459, 1.11216, -3.63305], [2.13281, 0.80896, -3.07788], [2.76278, 2.32714, -2.87592], [0.17024, 1.52841, -4.35151], [0.30318, 2.24574, -5.98903], [1.03136, 3.73008, -3.38482], [-0.48107, 3.79050, -4.21275], [0.96387, 5.63715, -4.76118], [0.58618, 4.73259, -6.24720], [4.46780, 5.26220, -4.29021], [3.29631, 4.61687, -3.22130], [3.05746, 6.19469, -3.76575], [2.91425, 6.59218, -6.72945], [2.35673, 5.13749, -7.50580], [4.03761, 5.41834, -7.16070], [2.35715, 1.13540, -7.10791], [2.23179, -0.17186, -5.92972], [3.75111, 0.57671, -6.14069], [-0.17422, 0.24437, -1.13544], [-0.96858, 0.15177, 0.24440], [-1.73191, -1.17238, 0.53921], [-2.85816, -1.32219, -0.51863], [-0.81603, -2.42014, 0.37067], [0.52406, -2.42274, 1.24215], [-2.44098, -1.23513, 1.92921], [-3.60046, -0.22164, 2.07165], [-3.20584, 1.15392, 2.03108], [-4.23732, 2.03428, 2.26513], [-0.74033, 0.11408, -2.05775], [0.70091, -0.40331, -1.18784], [0.17473, 1.27695, -1.12479], [-1.68394, 0.96886, 0.33783], [-0.24117, 0.25951, 1.04899], [-2.49889, -1.51226, -1.53002], [-3.44085, -0.40401, -0.59292], [-3.51900, -2.17867, -0.38514], [-0.54261, -2.42099, -0.68448], [-1.40426, -3.31818, 0.55939], [1.06954, -3.36557, 1.28247], [0.31030, -2.20790, 2.28917], [1.20818, -1.63776, 0.91986], [-1.71197, -0.96248, 2.69230], [-2.71691, -2.27566, 2.10030], [-4.18091, -0.36773, 2.98260], [-4.35603, -0.28857, 1.28887], [-3.82529, 3.04161, 2.20501], [-4.73089, 1.90668, 3.22856], [-5.02456, 1.96119, 1.51478], [2.07848, 3.93817, 4.57690], [1.66746, 2.84339, 5.57213], [1.40484, 1.42949, 4.97415], [0.84745, 0.64678, 6.18209], [0.30368, 1.53320, 3.86141], [-0.94958, 2.32479, 4.33068], [2.76966, 0.88057, 4.34108], [2.61775, -0.56468, 3.96569], [3.90336, -1.13559, 3.84700], [3.89581, -2.59563, 3.78216], [1.96207, 4.90879, 5.05901], [1.64287, 3.95768, 3.57792], [3.13856, 3.83105, 4.34702], [0.82642, 3.06924, 6.22767], [2.44462, 2.64453, 6.31009], [1.51572, 0.66857, 7.04293], [0.63913, -0.40361, 5.97867], [-0.09128, 1.12568, 6.46055], [-0.06572, 0.53557, 3.62395], [0.75893, 2.02897, 3.00405], [-1.37734, 2.14469, 5.31694], [-1.74991, 2.11243, 3.62183], [-0.87115, 3.40452, 4.20373], [3.48080, 1.09563, 5.13865], [2.97238, 1.53230, 3.49123], [2.20523, -0.57960, 2.95687], [2.00958, -1.14564, 4.65902], [3.20262, -2.93074, 3.01062], [3.85225, -3.09894, 4.74801], [4.91460, -2.85119, 3.49084], [2.38943, -7.79262, 2.89468], [2.68700, -6.43546, 2.52948], [3.94260, -5.76704, 2.83997], [1.51335, -5.58759, 2.48613], [2.86879, -6.71840, 0.92466], [1.99648, -7.52382, 4.52424], [0.59460, -7.63722, 4.83563], [2.78097, -6.62505, 5.33370], [2.48054, -8.98478, 4.98483], [2.92628, 4.42827, -0.71341], [1.46577, 4.39120, -0.33785], [1.27428, 4.59600, 1.07267], [0.45006, 3.51559, -0.95941], [1.08715, 5.85647, -0.95179], [3.34037, 2.97269, -0.00688], [2.66190, 1.73544, -0.34377], [3.87491, 3.15361, 1.31488], [4.65384, 2.82120, -0.93878], [-4.60925, -6.58695, -0.42501], [-5.39692, -5.59110, 0.27318], [-6.61672, -5.00344, -0.35826], [-4.60277, -4.72150, 1.12728], [-6.15437, -6.63108, 1.30731], [-3.98399, -5.48875, -1.55334], [-2.84384, -4.69463, -1.13954], [-4.89825, -4.88399, -2.48657], [-3.24094, -6.55083, -2.55072], [-0.74205, -2.15052, 4.78382], [-0.69994, -3.60065, 4.64087], [-1.43536, -4.03729, 3.47301], [-0.81589, -4.48774, 5.80163], [0.81948, -3.76128, 4.28017], [-2.03895, -2.12164, 5.90923], [-1.67207, -2.33290, 7.33861], [-3.39849, -2.48326, 5.40955], [-2.29369, -0.50223, 5.83128], [2.53166, -4.40418, -3.36391], [1.58996, -5.15469, -2.47834], [0.50907, -5.91489, -3.14104], [1.44396, -4.76160, -1.05785], [2.58332, -6.34367, -2.26194], [1.64763, -3.02149, -3.32862], [2.28465, -2.01977, -2.47157], [0.21096, -2.93276, -3.29800], [2.04043, -2.60894, -4.79102], [-4.04037, 4.28297, -1.98097], [-3.19058, 3.34010, -1.17985], [-3.69671, 1.98193, -1.00958], [-2.50935, 3.92829, 0.00395], [-2.06263, 3.07269, -2.22550], [-5.42322, 4.12717, -0.97737], [-5.33940, 4.86777, 0.26388], [-6.27105, 2.94406, -1.03622], [-6.37075, 5.18954, -1.76156], [-3.05825, -1.23621, -5.62636], [-3.30703, -0.33940, -4.50475], [-4.34715, 0.66655, -4.80193], [-2.24708, -0.02686, -3.57625], [-4.08915, -1.44676, -3.56488], [-1.99018, -0.17892, -6.41933], [-0.63780, -0.28599, -5.92127], [-2.47160, 1.14513, -6.74692], [-1.89907, -0.94298, -7.82783]],
  "atomic_forces_ev_per_a": [[0.6, 1.3, -0.3], [-0.9, -2.5, -0.6], [1.6, 1.6, 0.1], [-1.0, -0.2, -0.2], [1.7, 0.5, 0.9], [-1.8, 2.1, -1.0], [8.4, -1.4, 1.5], [-8.3, 1.5, 1.2], [0.7, -1.3, -0.1], [0.2, -1.4, -0.1], [-0.1, 0.6, 0.5], [-0.1, 0.0, -0.2], [-0.4, -0.5, -1.0], [0.2, 0.4, -0.4], [0.5, -0.5, -0.3], [-0.1, -0.3, 0.0], [0.0, -0.3, 0.1], [-0.1, 0.0, 0.1], [-0.3, 0.2, -0.3], [0.2, -0.2, -0.1], [0.0, 0.1, -0.2], [-0.4, -0.5, -0.2], [-0.5, 0.1, -0.9], [-0.5, -0.1, 1.1], [0.0, 0.1, -0.1], [0.2, -0.6, 0.5], [0.0, -0.1, -0.1], [-0.6, 0.4, 0.5], [0.0, 0.5, 0.1], [-0.6, 0.0, 1.2], [0.3, -0.7, -0.9], [-0.9, -0.8, -0.8], [0.2, 0.1, -0.6], [1.5, 0.2, 0.5], [-1.4, 0.8, -0.1], [0.5, 1.7, -0.6], [-0.8, 0.3, -0.7], [1.7, -1.2, 0.5], [-0.7, 0.9, -0.3], [-0.4, -0.2, 0.4], [-0.1, -0.2, 0.2], [0.1, 0.0, 0.0], [-0.1, -0.3, -0.1], [0.0, -0.1, 0.1], [0.8, 0.2, 0.3], [0.2, 0.0, 0.3], [0.2, -0.1, 0.9], [-0.1, 0.0, 0.0], [-0.2, 0.2, 0.1], [-0.4, -0.2, -0.6], [-0.3, 0.0, 0.1], [0.1, 0.0, -0.4], [0.3, -0.2, -0.1], [-0.3, 0.1, -0.1], [0.4, -0.5, 0.5], [0.0, -0.6, -0.3], [0.0, 0.0, -0.1], [0.1, -0.3, 0.5], [-0.1, -0.1, -0.3], [0.7, -0.4, 0.2], [0.1, -0.9, -0.4], [-0.3, 0.6, 0.0], [0.1, -0.1, -0.6], [-0.8, 0.4, 1.5], [0.0, 0.6, -0.8], [-1.7, 1.1, 1.5], [0.7, -0.7, -1.0], [0.3, -0.4, 0.8], [1.1, 0.7, -0.5], [-0.2, 0.0, -0.1], [-0.7, -0.1, 0.3], [0.2, 0.0, 0.2], [-0.4, 0.2, -0.7], [0.4, 0.1, -0.2], [0.3, 0.3, -0.3], [0.0, 0.2, -0.5], [0.2, -0.1, -0.1], [0.6, -0.2, 0.0], [0.0, -0.2, 0.0], [0.4, -0.4, 0.0], [0.0, -0.5, -0.1], [0.6, 0.1, 0.2], [0.2, -0.4, -0.1], [0.0, -0.1, 0.0], [-0.7, -0.3, 0.0], [-0.2, 0.1, 0.0], [-0.1, -0.3, 0.4], [-1.0, 0.3, 0.2], [-0.1, 0.1, -0.5], [-1.1, -5.9, 5.9], [1.3, 9.9, -7.6], [-0.7, -1.1, 0.4], [0.8, -0.1, 0.9], [0.4, -0.3, 0.9], [-1.8, -2.7, 1.6], [1.1, 0.6, -1.0], [-0.1, -0.5, -1.2], [0.6, -0.1, 0.1], [2.3, -3.1, -0.4], [-8.5, 2.1, 0.4], [0.1, -0.4, 0.3], [3.1, 1.6, 0.5], [0.4, -0.6, -0.1], [3.6, -1.7, -1.0], [0.0, 2.1, 0.7], [-0.6, -0.1, -0.5], [0.0, 0.2, 0.4], [4.0, -1.8, -5.8], [-7.9, 5.2, 6.7], [2.7, -1.1, 1.1], [-1.2, -0.4, -0.7], [0.7, 0.3, -0.2], [4.0, -0.4, -4.0], [-1.7, -1.0, 0.4], [0.0, -0.6, 1.3], [-0.8, -0.1, 1.2], [-2.9, 6.7, 4.3], [1.0, -11.3, -3.3], [0.7, 0.5, 0.9], [-0.2, 2.0, -0.9], [0.4, 0.4, -0.1], [-3.2, 2.1, 1.7], [-0.7, 0.7, -3.6], [3.9, -0.3, 1.2], [1.1, -0.2, 0.2], [-0.5, 4.4, -1.8], [-3.8, -8.5, 5.6], [1.2, 2.4, 0.9], [-0.5, 0.7, -3.1], [1.4, -1.4, 0.1], [1.3, 4.5, 0.6], [-0.2, -1.1, -1.2], [1.0, -1.2, -0.3], [0.1, 0.6, -1.0], [-4.9, 1.3, 0.5], [5.5, -4.3, 4.1], [0.1, 1.6, 0.4], [-1.3, -1.0, -2.4], [0.7, 0.6, -0.6], [-3.5, 1.9, -0.6], [0.8, -1.3, -0.4], [1.9, 1.4, 0.0], [0.6, -0.2, -0.7], [4.0, -1.0, -6.7], [-6.4, 3.3, 9.0], [2.0, -1.4, 0.9], [0.0, 0.7, -1.3], [0.2, 0.7, -1.0], [1.4, -1.2, -1.3], [-1.0, 0.1, -0.6], [0.3, -1.3, 0.0], [-0.4, 0.2, 0.4]],
  "mulliken_charge": [-0.884, 1.379, -0.477, 0.652, -1.532, 1.409, 0.814, -0.343, -1.443, -1.703, -1.702, 0.533, 0.053, -0.290, 0.005, 0.353, -0.848, 0.504, 0.511, 0.367, 0.409, 0.282, 0.375, 0.373, 0.412, 0.352, 0.516, 0.238, 0.461, 0.531, 0.315, 0.985, -0.811, -0.514, -0.369, 0.687, -1.478, 0.475, -1.026, -0.198, 0.225, -0.378, 0.346, -0.460, 0.222, 0.201, 0.300, 0.197, 0.714, 0.343, -0.602, 0.256, -1.135, 0.597, 0.646, 0.556, 0.293, 0.358, 0.158, -1.342, -0.519, 0.537, -0.801, 0.541, -0.755, -0.607, 0.176, -0.573, -0.580, 0.363, 0.259, 0.376, 0.507, 0.682, 0.359, 0.008, 0.444, -0.408, 0.272, 0.305, -0.406, 0.392, 0.347, 0.234, 0.083, 0.295, 0.181, 0.345, 0.342, -0.385, 0.969, -0.645, -0.203, -0.339, 1.058, -0.556, -0.552, -0.320, -0.446, 0.963, -0.609, -0.180, -0.411, 1.089, -0.370, -0.621, -0.371, -0.373, 0.882, -0.648, -0.380, -0.367, 1.033, -0.253, -0.583, -0.335, 0.247, 0.397, -0.486, -0.665, -0.053, 1.011, -0.627, -0.561, -0.290, -0.568, 1.151, -0.703, -0.369, -0.347, 1.210, -0.647, -0.447, -0.293, -0.585, 0.871, -0.447, -0.586, 0.086, 1.091, -0.609, -0.567, -0.336, -0.444, 0.949, -0.689, -0.223, -0.355, 0.949, -0.443, -0.625, -0.314],
  "total_energy_ha": -10839.5074,
  "lumo_ha": 0.044,
  "charge": -4
}